Molecular formula: C69H63HfN4O5P3Si
Method: DFT, wB97M-V/def2-TZVPD

* DFT total energy: -4623.6186 hartree
* M: 1327.8 g/mol
* total charge: +2
* 2S+1: 1

Structure (XYZ):
```
146
C69H63HfN4O5P3Si (wB97M-V/def2-TZVPD)
Hf -0.62555 -0.09786 -0.32332
C -2.53096 1.02003 -3.62631
Si -2.16976 -0.42414 -2.48913
C -3.83025 -1.26960 -2.15367
C -4.57435 -1.75382 -3.23917
C -5.76078 -2.45361 -3.05763
C -6.24730 -2.66439 -1.77241
C -5.57670 -2.12114 -0.68791
C -4.38380 -1.42540 -0.87889
P -3.69483 -0.37866 0.43285
C -4.71255 1.14854 0.12327
C -5.42767 1.32346 -1.06397
C -6.16600 2.48246 -1.29282
C -6.21844 3.48734 -0.34003
C -5.52025 3.33093 0.85158
C -4.77588 2.18101 1.07243
C -4.34858 -1.06360 2.00987
C -3.96676 -2.36662 2.35051
C -4.36967 -2.93538 3.55121
C -5.15482 -2.21328 4.44130
C -5.54850 -0.92664 4.10944
C -5.14914 -0.35517 2.90598
C -1.15270 -1.66226 -3.52475
C -1.69020 -2.81254 -4.12116
C -0.92987 -3.63445 -4.94100
C 0.40958 -3.34611 -5.17235
C 0.98262 -2.25125 -4.54972
C 0.21165 -1.41805 -3.73384
P 1.02331 -0.07525 -2.80607
C 2.57690 -0.89422 -2.36817
C 2.30469 -2.04083 -1.45387
C 3.60519 -3.39428 -0.31821
C 5.03124 -2.80971 -0.42379
C 4.92303 -0.96472 -1.64653
C 3.81489 -0.42999 -2.50670
C 1.33327 1.29138 -3.93249
C 1.83835 1.09999 -5.21770
C 2.02015 2.19005 -6.05582
C 1.70040 3.47207 -5.62013
C 1.19896 3.67018 -4.34054
C 1.01640 2.57981 -3.49932
H -3.26169 1.71151 -3.18663
H -2.94576 0.65099 -4.57155
H -1.62184 1.58417 -3.86567
H -4.22709 -1.57202 -4.25277
H -6.30408 -2.83240 -3.91633
H -7.16627 -3.21751 -1.61673
H -6.00871 -2.21621 0.30272
H -5.42002 0.55682 -1.82729
H -6.70972 2.58763 -2.22465
H -6.81220 4.37677 -0.51369
H -5.56981 4.09658 1.61781
H -4.26520 2.08258 2.01811
H -3.37417 -2.95423 1.66479
H -4.07491 -3.95300 3.78478
H -5.47506 -2.65838 5.37570
H -6.18556 -0.36208 4.77956
H -5.51995 0.62594 2.66915
H -2.71627 -3.09416 -3.93017
H -1.38377 -4.50929 -5.39419
H 1.00987 -3.98787 -5.80713
H 2.04839 -2.07582 -4.65771
H 1.23744 -2.14766 -1.32946
H 3.46427 -4.22201 0.37106
H 5.77700 -3.24276 0.23918
H 5.73551 -0.24059 -1.61978
H 4.01893 0.41462 -3.16633
H 2.08249 0.10639 -5.57267
H 2.40259 2.03715 -7.05801
H 1.84132 4.31766 -6.28400
H 0.94753 4.66878 -4.00279
H 0.61817 2.72543 -2.49928
C -1.80105 0.68905 4.34706
O -2.00836 1.76090 3.38282
C -1.57572 1.52536 2.16839
O -1.04194 0.46336 1.84227
N -1.80270 2.52570 1.30846
N -1.76828 2.23525 -0.05676
H -2.13438 1.09751 5.29341
H -0.74684 0.42336 4.38560
H -2.40278 -0.17196 4.06660
H -2.30563 3.33504 1.63395
H -1.21401 2.94093 -0.52417
H -2.72476 2.25074 -0.40828
O -2.09520 -3.63888 0.30784
C -1.01852 -3.15590 0.49155
O -0.60607 -2.04341 -0.14724
C 0.01445 -3.70565 1.42284
C -0.25370 -4.97825 1.92143
C 0.64317 -5.60901 2.76238
C 1.82335 -4.96370 3.10864
C 2.09398 -3.69546 2.62236
C 1.20270 -3.03137 1.77766
P 1.73693 -1.36333 1.15490
C 2.50141 -0.61541 2.64725
C 3.50753 0.34930 2.57837
C 3.99663 0.95966 3.73095
C 3.46058 0.64769 4.97109
C 2.41101 -0.26205 5.04930
C 1.93121 -0.87788 3.89995
C 3.02902 -1.93302 -0.07671
C 2.86808 -3.49709 -1.68171
C 3.71536 -3.75866 -2.88525
C 4.94093 -3.25574 -2.97368
C 5.50530 -2.43440 -1.85908
C 4.48124 -1.37837 -0.20120
H -1.17717 -5.45987 1.62467
H 0.43113 -6.60176 3.13917
H 2.54108 -5.45203 3.75735
H 3.02345 -3.21485 2.90630
H 3.91456 0.64172 1.62216
H 4.80598 1.67884 3.65812
H 3.85193 1.11120 5.86977
H 1.97775 -0.50803 6.01214
H 1.12922 -1.60255 3.98536
H 2.04357 -4.20649 -1.64068
H 3.30333 -4.36627 -3.68567
H 5.55557 -3.44312 -3.84862
H 6.58889 -2.39964 -1.92992
H 4.86343 -0.76027 0.59711
C 4.02589 4.41172 1.99237
N 3.40945 3.49802 1.03056
N 2.13686 3.00553 1.20269
C 1.84568 2.16938 0.15984
O 0.68908 1.64129 0.03500
C 2.98322 2.14437 -0.66085
C 3.92272 2.97726 -0.08861
C 5.30750 3.29576 -0.54252
C 1.25966 3.64719 2.13894
C 0.97678 3.02551 3.33940
C 0.21596 3.70916 4.27937
C -0.26539 4.98174 4.00534
C 0.01319 5.58779 2.78229
C 0.78683 4.92046 1.84441
H 3.60262 4.23453 2.97643
H 3.86884 5.45310 1.71558
H 5.09128 4.20160 2.02510
H 3.09773 1.60821 -1.58175
H 5.49119 2.82431 -1.50512
H 6.05056 2.92614 0.16828
H 5.45481 4.37266 -0.65279
H 1.37632 2.03634 3.54323
H 0.00865 3.24721 5.23726
H -0.84770 5.51119 4.74952
H -0.35595 6.58337 2.56842
H 1.03182 5.38365 0.89231
```


Molecular formula: C33H31F5IrN8PSTe
Method: DFT, wB97M-V/def2-TZVPD

* M: 1017.5 g/mol
* relative energy (zero: lowest compared OMol25 entry of this formula, charge and spin): 40.1 kcal/mol
* total charge: +2
* 2S+1: 5

Structure (XYZ):
```
81
C33H31F5IrN8PSTe (wB97M-V/def2-TZVPD)
Ir 0.46377 -0.31297 0.09403
C 1.29237 -4.27927 -3.52417
N 0.57147 -3.23977 -2.83347
C -0.54393 -2.62097 -3.29157
C -0.73223 -1.46967 -2.56707
N 0.25417 -1.30677 -1.65877
C 1.12627 -2.43597 -1.77917
P 3.22017 -3.06247 0.15913
C 3.42157 -1.30397 0.04633
N 2.53817 -0.30387 -0.14027
C 3.26167 0.83453 -0.22797
C 4.59417 0.54433 -0.09707
N 4.68327 -0.79107 0.07483
C 5.89267 -1.55877 0.18693
C 0.92237 -2.12597 1.99543
N 0.96507 -0.79937 2.12733
C 1.24487 -0.52347 3.42353
C 1.35857 -1.70997 4.09303
N 1.14117 -2.70827 3.19173
C 1.18897 -4.11467 3.48823
H 1.26417 -4.08557 -4.59737
H 2.33057 -4.29057 -3.19627
H 0.84567 -5.25747 -3.33207
H -1.10733 -2.99787 -4.12197
H -1.50013 -0.73177 -2.70267
H 2.80427 1.78483 -0.39787
H 5.44717 1.19103 -0.11917
H 6.75477 -0.89797 0.10743
H 5.92247 -2.08437 1.14333
H 5.93997 -2.29987 -0.61447
H 1.34017 0.48163 3.77983
H 1.56387 -1.90987 5.12393
H 0.68507 -4.30727 4.43493
H 0.69727 -4.68097 2.69973
H 2.22367 -4.45187 3.57593
N -1.06613 4.04023 0.08253
C 0.19277 3.78603 0.43413
S 0.61617 2.28773 1.14603
N 1.15767 4.69663 0.29623
C 1.05847 6.08813 0.05603
C 1.96707 6.90273 0.73133
C 1.91167 8.27533 0.59183
C 0.94787 8.85323 -0.22147
C 0.07527 8.04473 -0.93037
C 0.12897 6.66553 -0.80667
H -1.76503 3.35383 0.31693
H -1.36133 4.99273 -0.08187
H 2.06477 4.40553 0.64643
H 2.70897 6.45453 1.37533
H 2.61717 8.89543 1.12073
H 0.88707 9.92573 -0.31417
H -0.65103 8.48623 -1.59487
H -0.50943 6.06393 -1.43507
F 2.39377 -2.03987 -2.22637
C 1.39537 -3.22647 -0.36827
C 0.46687 -2.78507 0.75223
C -0.78563 -3.39137 0.80983
F -1.67223 -2.87207 1.71153
C -1.13863 -4.49667 0.05383
F -2.39133 -4.94867 0.01563
C -0.08793 -5.22647 -0.56937
F -0.32273 -6.45587 -1.02057
C 1.15447 -4.68057 -0.61417
F 2.22717 -5.39127 -0.99827
C -3.47033 -1.47757 -0.16007
Te -2.07273 -0.21757 0.90663
C -3.21603 1.31313 -0.12457
C -4.59573 0.72933 -0.22427
C -5.72523 1.52903 -0.28317
C -6.98143 0.94713 -0.30947
C -7.11083 -0.43317 -0.27697
C -5.98373 -1.23677 -0.24297
C -4.72353 -0.66117 -0.21777
H -3.62843 -2.41617 0.36503
H -3.08783 -1.69217 -1.16117
H -2.79423 1.51513 -1.11287
H -3.25043 2.23893 0.44903
H -5.62473 2.60453 -0.29627
H -7.85753 1.57313 -0.33157
H -8.09003 -0.88257 -0.26537
H -6.08353 -2.31047 -0.21757
```


Molecular formula: C2H2OS
Method: DFT, wB97M-V/def2-TZVPD

* M: 74.1 g/mol
* relative energy (zero: lowest compared OMol25 entry of this formula, charge and spin): 79.1 kcal/mol
* 2S+1: 1

Structure (XYZ):
```
6
C2H2OS (wB97M-V/def2-TZVPD)
C -1.69794 1.04263 -1.84053
C -0.14289 0.22406 -0.11805
O -0.81352 0.93433 -0.98435
S -2.98162 1.88137 -2.23496
H -0.61921 -0.59675 0.38715
H 0.91867 0.37245 -0.09052
```


Molecular formula: C5H14N2O2
Method: DFT, wB97M-V/def2-TZVPD

* M: 134.2 g/mol
* relative energy (zero: lowest compared OMol25 entry of this formula, charge and spin): 131.8 kcal/mol
* 2S+1: 1

Structure (XYZ):
```
23
C5H14N2O2 (wB97M-V/def2-TZVPD)
C -0.64821 0.38246 1.14809
C -0.01613 -1.48217 -1.45601
C -1.37562 1.37265 0.28800
C -1.53892 -0.62703 1.80510
N 0.54609 -0.22356 -1.00755
O 0.54669 0.78727 -2.01172
H 1.01427 0.40949 -2.77646
H -0.01043 0.89524 1.85544
H -0.92175 -1.32982 -2.04559
H -0.24450 -2.08172 -0.57620
H 0.70027 -2.03510 -2.07934
H -2.00815 0.89148 -0.45840
H -0.72272 2.08914 -0.20759
H -2.00634 1.99558 0.93907
H -2.09718 -1.19894 1.06104
H -2.23294 -0.10665 2.47928
H -0.97432 -1.32377 2.42208
N 2.41261 0.90210 0.10235
C 1.67510 -0.33562 0.01393
O 1.05537 -0.72262 1.13080
H 1.85033 1.59743 0.57727
H 2.64657 1.26094 -0.81689
H 2.34991 -1.11677 -0.38672
```


Molecular formula: C3H14NO3
Method: DFT, wB97M-V/def2-TZVPD

* M: 112.1 g/mol
* relative energy (zero: lowest compared OMol25 entry of this formula, charge and spin): 5.0 kcal/mol
* 2S+1: 2

Structure (XYZ):
```
21
C3H14NO3 (wB97M-V/def2-TZVPD)
C 0.83647 2.28989 -0.61092
C 0.07007 2.20675 0.71941
C -1.90590 0.69706 0.57311
N -0.59323 0.89818 0.85185
H 1.92361 2.37207 -0.49464
H 0.73571 1.37177 -1.17210
H 0.52309 3.17515 -1.16277
H 0.61579 2.36118 1.64987
H -0.73781 2.94105 0.72778
H -2.31288 -0.29924 0.54404
H -2.51764 1.53601 0.28121
H 0.08892 0.18314 1.01844
H 1.18310 -1.90704 0.20457
H 0.82884 -1.26040 -1.23065
O 0.94168 -1.12518 -0.29113
H -0.95970 -2.33290 3.14396
H -0.94754 -3.00149 1.86221
O -0.43444 -2.33147 2.32996
H 0.51841 -1.15806 -3.92575
H 1.59556 -1.93827 -3.18338
O 0.71398 -1.57109 -3.08206
```


Molecular formula: C9H33AsB3F6NOSn
Method: DFT, wB97M-V/def2-TZVPD

* M: 511.4 g/mol
* relative energy (zero: lowest compared OMol25 entry of this formula, charge and spin): 0.0 kcal/mol
* total charge: -2
* 2S+1: 1

Structure (XYZ):
```
55
C9H33AsB3F6NOSn (wB97M-V/def2-TZVPD)
Sn 10.53355 10.52451 -14.05616
B 12.61281 9.18392 -15.83192
H 13.27062 8.94397 -16.80072
H 13.08227 10.16108 -15.28718
H 11.43147 9.39752 -16.08232
H 12.73715 8.34268 -15.01329
B 12.94654 9.48869 -12.16125
H 13.87211 8.77487 -11.91422
H 12.13878 9.46539 -11.27502
H 13.38447 10.59533 -12.32643
H 12.40429 9.12397 -13.17220
B 10.21336 7.07478 -13.69941
H 10.46383 8.12942 -13.15798
H 9.12851 6.69864 -13.34535
H 10.18739 7.32361 -14.87066
H 11.08382 6.31086 -13.42106
As 6.86174 12.85945 -15.13772
F 5.72393 12.07698 -14.08685
F 6.13908 12.10908 -16.51326
F 8.10228 13.56549 -16.12468
F 7.49160 13.66403 -13.72375
F 8.01141 11.53761 -14.87023
F 5.81575 14.23086 -15.38185
C 10.87070 11.99104 -9.84614
C 9.43770 11.91195 -10.36528
N 9.16983 10.64719 -11.06753
C 9.49756 9.41157 -10.33578
C 8.62129 9.15018 -9.11435
C 7.76519 10.70287 -11.47291
C 7.35807 9.63327 -12.50620
H 11.48391 11.46634 -10.58449
H 11.00584 11.41604 -8.92628
H 11.17702 13.02202 -9.67892
H 8.69842 12.13792 -9.58181
H 9.31004 12.66971 -11.14246
H 9.53570 8.57002 -11.02748
H 10.52565 9.54699 -10.00458
H 8.36503 10.07532 -8.58599
H 7.61005 8.86054 -9.42549
H 9.05714 8.39509 -8.46496
H 7.60969 11.66442 -11.97011
H 6.99161 10.61025 -10.69579
H 6.30800 9.85306 -12.71367
H 7.37362 8.66843 -11.99898
H 7.90976 9.68339 -13.43677
C 13.86586 13.25088 -11.50846
C 13.34119 13.11848 -12.91262
O 12.26644 12.65529 -13.21037
C 14.18951 13.76158 -13.97893
H 13.19654 12.75565 -10.81204
H 13.91505 14.30869 -11.24371
H 14.83076 12.74610 -11.46193
H 13.81339 13.52942 -14.97399
H 15.22478 13.40390 -13.96629
H 14.30005 14.84608 -13.89789
```


Molecular formula: C26H18Br3HgN5OSbSe4
Method: DFT, wB97M-V/def2-TZVPD

* DFT total energy: -19072.0202 hartree
* M: 1294.4 g/mol
* total charge: -2
* 2S+1: 2

Structure (XYZ):
```
59
C26H18Br3HgN5OSbSe4 (wB97M-V/def2-TZVPD)
Hg -3.85218 -1.09454 -2.12920
Br 4.34311 -1.70231 -0.12764
C 3.24767 -2.02761 -1.61167
C 3.49117 -1.55245 -2.91727
C 2.49163 -1.81982 -3.84485
N 1.25922 -2.37731 -3.51529
C 1.11902 -2.93417 -2.33156
C 2.10598 -2.71106 -1.28895
C -0.01636 -3.84589 -2.06543
C 0.10139 -4.98374 -1.14203
C -0.77853 -6.00543 -1.20844
Br -0.45492 -7.65190 -0.36828
C -1.90844 -5.85136 -2.09548
C -2.04278 -4.64023 -2.75397
N -1.12340 -3.69867 -2.74554
H 4.31560 -0.83368 -3.09023
H 2.62403 -1.46991 -4.87021
H 2.01644 -3.09051 -0.25869
H 0.94558 -5.04500 -0.49039
H -2.73632 -6.62520 -2.14334
H -2.90235 -4.43323 -3.40798
Br 6.24314 1.06064 5.43142
C 4.64588 1.96826 5.27971
C 3.50966 1.43150 5.89087
C 2.26488 1.92076 5.52806
C 2.06317 2.73469 4.36928
C 3.14477 3.27101 3.76659
C 4.47311 2.98911 4.23629
N 0.72669 2.97553 3.86551
N 0.75037 3.46541 2.67466
C -0.40313 3.63086 1.98703
C -1.71578 3.57501 2.54132
C -2.83977 3.61294 1.77425
C -2.88010 3.41868 0.34797
O -3.82988 3.06700 -0.30846
C -1.48234 3.63822 -0.29606
N -1.41904 3.80626 -1.60833
C -0.29110 4.24682 -2.15523
C 0.84984 4.53623 -1.44807
C 0.87018 4.17875 -0.07948
C -0.29660 3.82628 0.55816
H 3.65782 0.71212 6.69632
H 1.47164 1.57308 6.12177
H 2.97617 4.01141 2.94888
H 5.31167 3.58290 3.90587
H -1.77643 3.30410 3.59639
H -3.79308 3.49637 2.29248
H -0.33318 4.42083 -3.26729
H 1.75713 4.83480 -2.00084
H 1.75424 4.12107 0.50074
Se -5.42758 -6.17325 -1.82667
Sb -6.12637 -3.81895 -1.53666
Se -5.63861 -2.71804 -3.77509
Se -8.54051 -3.78898 -1.28229
Se -4.78582 -2.28774 0.08532
C -2.00378 -0.19430 -2.55225
H -1.17613 -0.82068 -2.22323
H -1.95537 0.74526 -2.00527
H -2.00130 0.04004 -3.62727
```


Molecular formula: C2I3NO2
Method: DFT, wB97M-V/def2-TZVPD

* structure (SMILES): IC#CI.O=NOI
* M: 450.7 g/mol
* relative energy (zero: lowest compared OMol25 entry of this formula, charge and spin): 36.0 kcal/mol
* 2S+1: 1

Structure (XYZ):
```
8
C2I3NO2 (wB97M-V/def2-TZVPD)
I -0.62880 1.97796 0.76457
C -1.25640 0.14375 1.41790
C -1.65466 -0.90644 1.85062
I -1.99605 -2.83920 2.27587
O 2.79499 1.03430 -1.49829
N 2.10379 0.25833 -0.95511
O 1.01112 -0.21058 -1.15420
I -0.37399 0.54188 -2.70136
```